Entry from the OMol25 dataset: an isolated molecule of C5H8N2 in a non-equilibrium geometry (ωB97M-V/def2-TZVPD).

Atoms and positions in Å:
C 0.706 -0.488 1.762
C -0.110 0.179 0.674
C 0.570 0.503 -0.616
C 1.880 -0.061 -0.879
N 2.901 -0.567 -1.081
N -0.493 -0.492 -0.561
C -1.702 0.030 -1.195
H 1.129 -1.432 1.413
H 1.542 0.171 2.032
H 0.123 -0.667 2.669
H -0.873 0.874 1.017
H 0.367 1.452 -1.108
H -1.924 1.069 -0.892
H -2.565 -0.596 -0.959
H -1.552 0.025 -2.279

Computed properties:
Lowest unoccupied orbital energy = 0.91 eV
2S+1 = 1
SMILES string = C[C@H]1[C@@H](C#N)N1C
Energy above the lowest of the compared OMol25 structures with the same formula, charge and spin = 39.2 kcal/mol
Frontier orbital gap = 10.8 eV